92
Properties=species:S:1:pos:R:3 method="wB97M-V/def2-TZVPD" e_tot_ha=-2145.982605 homo_ha=-0.33945 e_above_lowest_kj_mol=0.00 total_charge=0
F 0.34343 3.10817 2.30417
F 1.61805 4.73139 1.56985
F 2.21818 2.66240 1.29848
F 1.78827 2.07037 -4.06667
O -0.22866 -1.01915 -1.84408
O -4.65853 -5.21476 -2.05083
O -3.56753 1.28586 -2.60168
O 0.28094 0.70027 -3.17394
O 5.16541 -1.34682 -1.37407
O 1.61692 0.16658 7.20533
N 2.37646 2.15504 6.51021
N 3.87801 3.02467 -2.57604
N -3.07676 -0.86267 -3.00363
N 3.54222 -0.09742 -4.71080
N -5.98885 -3.72385 -1.03452
C 1.59959 1.38105 7.31325
C -0.71311 -0.15324 0.74717
C 1.68886 0.94407 -3.29380
C 1.45725 -1.13654 2.41694
C 3.03949 -2.17578 -1.84857
C 3.75852 -1.07618 -1.10439
C 0.00627 2.32271 -0.89451
C -3.31989 -2.23611 -3.40774
C -3.92976 0.18628 -2.99981
C 2.48944 3.60098 6.48502
C -5.33967 -0.05380 -3.49274
C 2.21700 1.15120 -1.80042
C -5.55803 -4.99529 -1.25785
C 1.74278 -0.58321 1.01654
C 1.23253 -0.08407 3.51226
C 0.71328 0.41771 0.49344
C 2.70362 2.66729 -1.80478
C 0.38455 3.55052 -0.03773
C -7.03476 -3.27030 -0.13718
C 0.87471 1.02666 -0.94100
C 3.53160 0.38458 -1.52117
C 0.72748 2.08199 8.32822
C -6.23349 -6.10321 -0.48458
C 0.18354 0.09544 -1.93612
C 2.18233 -0.19132 -4.19124
C 1.14919 3.48545 1.26661
H 0.55591 -0.51438 4.25158
H 3.51851 3.90297 6.68729
H -2.15646 -0.62113 -2.67238
H 0.01837 2.74828 7.83572
H 1.90513 3.32300 -2.11319
H -5.49305 -3.03274 -1.57454
H 5.67718 -0.74726 -0.82998
H 2.93768 2.89852 -0.77219
H 1.95642 -2.09637 -1.81961
H -3.12659 -2.91235 -2.57482
H 1.50389 -0.13803 -5.04625
H -6.62478 -2.58124 0.60301
H 4.73731 2.88613 -2.06838
H -5.77874 -7.04536 -0.77222
H 2.34534 -1.70683 2.69663
H -1.02058 0.06318 1.76572
H 3.94108 0.82245 -4.63329
H 3.37086 -2.18320 -2.88392
H -5.84240 -0.80647 -2.88339
H 0.88546 4.30105 -0.64118
H 1.79786 -1.42628 0.33277
H 2.14622 0.11921 4.06606
H 0.76947 0.83956 3.17881
H 3.31355 -3.13947 -1.42447
H -2.65485 -2.50515 -4.22924
H 3.96233 2.55166 -3.46137
H -7.29921 -6.14091 -0.71260
H -5.89082 0.87846 -3.42192
H -5.33573 -0.38500 -4.53143
H 0.75927 1.22566 1.21141
H 2.70417 -0.07280 1.08698
H -0.09930 2.68535 -1.91594
H -7.81477 -2.75146 -0.69713
H 1.33345 2.65978 9.02691
H -7.48262 -4.10996 0.38228
H -4.34574 -2.37043 -3.73538
H 1.84347 4.04802 7.23242
H 4.16986 -0.77812 -4.31545
H 2.20542 3.98430 5.50327
H -6.10383 -5.96120 0.58879
H 0.17631 1.32830 8.88083
H 1.97469 -1.15784 -3.74612
H -1.47046 0.25737 0.08324
H 3.65917 -1.24606 -0.03878
H 2.92960 1.62291 5.85825
H -1.00555 2.02804 -0.63166
H 4.11474 0.44630 -2.43549
H -0.72934 -1.22729 0.58755
H 0.65096 -1.86705 2.41178
H -0.54935 4.04352 0.23696
H 4.09963 0.98333 -0.80355